Entry 1:
{
  "formula": "C19H47O20S5V",
  "method": "wB97M-V/def2-TZVPD",
  "species": ["O", "V", "C", "C", "C", "O", "H", "H", "H", "H", "H", "H", "H", "C", "O", "O", "O", "O", "S", "O", "O", "C", "C", "C", "H", "H", "H", "H", "H", "H", "H", "H", "O", "S", "O", "O", "C", "C", "C", "H", "H", "H", "H", "H", "H", "H", "H", "O", "S", "O", "O", "C", "C", "C", "H", "H", "H", "H", "H", "H", "H", "H", "O", "S", "O", "O", "C", "C", "C", "H", "H", "H", "H", "H", "H", "H", "H", "O", "S", "O", "O", "C", "C", "C", "H", "H", "H", "H", "H", "H", "H", "H"],
  "coordinates": [[0.9263, -2.1619, 3.4401], [-0.2607, -1.0850, 3.1729], [-3.2605, -2.6204, 2.7221], [-2.8593, -2.7157, 4.2042], [-2.8467, -4.1634, 4.6813], [-1.6859, -2.0082, 4.4098], [-2.4832, -3.1333, 2.1514], [-3.3294, -1.5832, 2.3885], [-4.2530, -3.0537, 2.5609], [-3.6558, -2.2383, 4.8021], [-2.7509, -4.2073, 5.7686], [-2.0351, -4.7493, 4.2449], [-3.8095, -4.6312, 4.4605], [0.1680, -0.1790, 0.7582], [0.4618, 0.0087, -0.4367], [0.9009, 0.1249, 1.7956], [-0.8319, -0.9409, 1.1399], [-1.8550, 1.9777, -5.6195], [-0.8408, 1.9902, -4.6096], [0.4810, 2.4604, -4.9536], [-1.3950, 2.9450, -3.4004], [-0.4518, 3.3081, -2.3830], [-1.0164, 2.8573, -1.0501], [-0.7775, 0.3944, -3.7429], [-0.3687, 4.3937, -2.3453], [0.5261, 2.8484, -2.5254], [-1.4059, 1.8411, -0.9835], [-1.8531, 3.4932, -0.7389], [-0.2649, 2.9524, -0.2598], [-0.2743, -0.2463, -4.4629], [-1.8269, 0.1433, -3.6270], [-0.3074, 0.4719, -2.7645], [4.6037, 3.4220, 1.6833], [4.2995, 3.1054, 0.3141], [4.4643, 4.1119, -0.6908], [5.1729, 1.8676, -0.1621], [5.3790, 0.7248, 0.6622], [6.6196, 0.9085, 1.5444], [2.6289, 2.4087, 0.1687], [5.4225, -0.1823, 0.0615], [4.5460, 0.5197, 1.3442], [7.4347, 1.4916, 1.1159], [7.0307, -0.0803, 1.7607], [6.3555, 1.4288, 2.4638], [2.6428, 1.4296, 0.6430], [2.3587, 2.2673, -0.8744], [1.9537, 3.1174, 0.6397], [-2.9348, -3.9702, -2.5327], [-2.1118, -2.8234, -2.8606], [-1.8740, -2.5348, -4.2466], [-2.7324, -1.4579, -2.1928], [-3.2007, -1.5525, -0.8415], [-4.6778, -1.8270, -0.6826], [-0.5333, -2.7973, -1.9583], [-2.8865, -0.6272, -0.3601], [-2.6182, -2.3476, -0.3700], [-4.9455, -2.6979, -1.2808], [-5.2225, -0.9872, -1.1272], [-4.9494, -1.9143, 0.3657], [-0.6876, -2.8416, -0.8786], [0.0431, -1.9042, -2.1677], [0.0011, -3.7157, -2.1983], [-2.1523, 2.8129, 4.9872], [-1.8208, 2.2086, 3.7240], [-1.4370, 0.8208, 3.6091], [-3.1079, 2.4365, 2.7443], [-3.1272, 1.6637, 1.5126], [-4.1235, 2.4117, 0.6364], [-0.6108, 3.1914, 2.8185], [-3.4648, 0.6598, 1.7821], [-2.1211, 1.5357, 1.1052], [-3.7836, 3.4379, 0.4906], [-5.0753, 2.4868, 1.1563], [-4.1607, 1.9116, -0.3314], [0.0739, 3.6821, 3.5097], [-1.1361, 3.9915, 2.3020], [-0.0394, 2.5664, 2.1338], [4.3520, -1.4767, -4.4220], [3.2759, -1.4543, -3.4670], [2.1713, -2.3863, -3.5577], [3.9290, -1.5455, -2.0089], [3.0705, -1.6921, -0.8591], [3.6911, -2.7588, 0.0476], [2.6623, 0.2481, -3.3436], [2.0111, -1.7892, -1.0788], [3.1662, -0.7241, -0.3609], [3.7478, -3.7282, -0.4511], [3.1067, -2.7919, 0.9654], [4.7456, -2.5474, 0.2328], [1.9866, 0.3497, -2.4962], [2.2492, 0.6066, -4.2867], [3.5745, 0.8374, -3.2336]],
  "multiplicity": 2,
  "e_above_lowest_kj_mol": 116.23,
  "homo_energy_ev": [-6.5, -6.6],
  "total_energy_ev": -141281.632,
  "e_lumo_ev": [1.8, 1.9],
  "charge": -1,
  "largest_force_ev_per_a": 3.5
}



Entry 2:
{
  "formula": "C5H13N",
  "method": "wB97M-V/def2-TZVPD",
  "species": ["C", "N", "C", "H", "H", "H", "H", "H", "C", "C", "C", "H", "H", "H", "H", "H", "H", "H", "H"],
  "coordinates": [[1.6959, -0.5534, -1.3114], [1.1461, -1.1165, -2.3148], [0.7115, -2.4453, -2.2561], [1.9432, 0.4791, -1.5225], [2.0766, -1.1803, -0.4836], [1.5699, -3.1140, -1.9685], [0.3562, -2.8461, -3.1957], [-0.2317, -2.6263, -1.6423], [-0.2973, 0.4886, 2.4836], [-1.1022, 1.8694, 2.0746], [-1.8793, 1.7272, 0.8097], [-1.0702, -0.2856, 2.3876], [-0.0407, 0.6544, 3.5552], [0.5892, 0.3264, 1.8035], [-0.2496, 2.6353, 2.1906], [-1.6996, 2.2418, 2.9937], [-2.2402, 2.6495, 0.4122], [-1.0272, 1.2886, 0.1251], [-2.7695, 1.0735, 0.7459]],
  "e_above_lowest_kj_mol": 248.60,
  "homo_energy_ev": -9.4,
  "smiles": "C=NC.CCC",
  "total_energy_ev": -6883.621,
  "e_lumo_ev": 1.0,
  "largest_force_ev_per_a": 4.3
}



Entry 3:
{
  "formula": "C2H9N4O",
  "method": "wB97M-V/def2-TZVPD",
  "species": ["C", "C", "N", "N", "N", "N", "O", "H", "H", "H", "H", "H", "H", "H", "H", "H"],
  "coordinates": [[-1.7294, 0.2060, 0.0039], [2.1607, -0.2442, 0.6443], [-1.9308, -0.8956, -0.3657], [-1.9825, 1.2989, 0.5796], [0.5506, 0.9653, -0.5466], [-1.2049, -1.8489, -0.8495], [0.8723, 0.2883, 0.6173], [2.2578, -0.6450, 1.6356], [2.8761, 0.4302, 0.4772], [2.1446, -1.0332, -0.0990], [-1.8839, 1.4708, 1.5748], [-1.9428, 2.0052, -0.0787], [0.9751, 0.4817, -1.3931], [0.9799, 1.9202, -0.5574], [-0.3334, -1.7980, -0.4547], [-1.8095, -2.6016, -1.1879]],
  "e_above_lowest_kj_mol": 652.00,
  "homo_energy_ev": -14.1,
  "total_energy_ev": -10216.493,
  "e_lumo_ev": -3.5,
  "charge": 1,
  "largest_force_ev_per_a": 4.1
}



Entry 4:
{
  "formula": "C3H8N2O",
  "method": "wB97M-V/def2-TZVPD",
  "species": ["C", "N", "C", "C", "N", "O", "H", "H", "H", "H", "H", "H", "H", "H"],
  "coordinates": [[0.7487, -0.1135, 1.2046], [-0.2202, -0.2076, 0.1476], [-1.5355, -0.6141, 0.3853], [-0.0853, 0.4253, -1.0677], [1.1926, 0.9574, -1.3579], [-1.0298, 0.5071, -1.8096], [0.6071, -1.2048, 1.8598], [0.7064, 0.9571, 1.8709], [1.8651, -0.1381, 0.6266], [-2.2890, 0.1484, 0.5801], [-1.8320, -1.2404, -0.4702], [-1.5475, -1.2257, 1.2147], [1.3622, 1.2594, -2.2787], [2.0572, 0.4896, -0.9055]],
  "e_above_lowest_kj_mol": 192.88,
  "homo_energy_ev": -9.2,
  "smiles": "CN(C)C(N)=O",
  "total_energy_ev": -8267.327,
  "e_lumo_ev": 0.7,
  "largest_force_ev_per_a": 4.0
}